[1]
This record from OMol25 describes C47H46ClF6GeMgN5O6S2Si as an isolated structure in a non-equilibrium geometry. The level of theory is ωB97M-V with the def2-TZVPD basis set.

The spin multiplicity is 1. For the energy above the lowest of the compared OMol25 structures with the same formula, charge and spin, the calculation gives 51.5 kcal per mole. As for the HOMO energy: -3.3267 eV. Its net charge is -2. The total energy comes out at -6966.225129 hartree. The calculation puts the gap between HOMO and LUMO at 7.240 eV. Its largest force on an atom is 4.0 eV Å⁻¹.

XYZ file:
```
116
C47H46ClF6GeMgN5O6S2Si (ωB97M-V with the def2-TZVPD basis set)
Mg -2.31 3.04 0.77
F 1.85 -6.75 -4.84
C 0.71 -6.66 -4.13
F -0.23 -6.59 -5.08
F 0.56 -7.86 -3.52
S 0.65 -5.24 -2.98
O 1.00 -4.09 -3.75
O -0.63 -5.33 -2.38
N 1.94 -5.54 -2.12
S 1.98 -6.24 -0.73
O 0.96 -7.19 -0.53
O 3.32 -6.66 -0.45
C 1.61 -4.78 0.43
F 2.63 -3.92 0.40
F 1.44 -5.31 1.64
F 0.57 -4.04 -0.07
C -2.93 -3.75 -0.04
N -4.20 -4.51 0.05
C -4.95 -4.10 -1.12
N -5.20 -2.63 -1.22
C -3.95 -1.95 -1.25
N -3.10 -2.32 -0.07
C -3.79 -1.95 1.12
N -5.14 -2.65 1.21
C -4.93 -4.06 1.26
C -5.89 -2.28 0.01
H -2.40 -4.03 -0.95
H -2.41 -3.95 0.88
H -6.02 -4.63 -1.11
H -4.29 -4.42 -1.98
H -4.06 -0.85 -1.26
H -3.37 -2.17 -2.16
H -4.06 -0.85 1.26
H -3.24 -2.20 2.00
H -5.98 -4.55 1.21
H -4.43 -4.37 2.25
H -6.15 -1.16 -0.06
H -6.86 -2.79 0.06
C 1.27 -1.30 2.69
C -0.09 -1.15 2.49
C -0.66 0.08 2.63
C 0.06 1.21 2.97
C 1.46 1.03 3.11
C 2.04 -0.21 3.07
Si -0.78 2.90 2.94
C 0.63 4.21 3.00
C 0.96 4.82 1.79
C 1.91 5.86 1.60
C 2.45 6.42 2.68
C 2.08 5.96 3.92
C 1.18 4.84 4.10
C -1.43 3.00 4.76
C -1.23 2.07 5.81
C -1.43 2.40 7.12
C -1.78 3.75 7.46
C -2.09 4.63 6.50
C -1.96 4.27 5.17
H 1.83 -2.30 2.56
H -0.63 -2.05 2.12
H -1.72 0.09 2.51
H 2.00 1.92 3.40
H 3.06 -0.39 3.32
H 0.50 4.40 0.92
H 2.11 6.35 0.67
H 3.10 7.28 2.54
H 2.55 6.29 4.86
H 0.93 4.59 5.16
H -0.95 1.04 5.51
H -1.46 1.59 7.85
H -1.77 4.00 8.44
H -2.49 5.72 6.85
H -2.14 4.90 4.38
O -1.05 2.27 -0.87
C -1.57 1.13 -0.55
O -2.45 1.05 0.31
C -1.06 -0.10 -1.23
C 0.45 -0.33 -1.08
Ge 1.66 0.75 -2.13
C 2.97 -0.47 -2.86
C 3.50 -0.37 -4.16
C 4.36 -1.32 -4.67
C 4.66 -2.45 -3.94
C 4.15 -2.59 -2.66
C 3.29 -1.61 -2.12
C 0.85 1.65 -3.69
C 0.77 3.03 -3.91
C 0.32 3.58 -5.14
C -0.12 2.72 -6.16
C -0.24 1.33 -5.89
C 0.26 0.82 -4.70
C 2.61 2.22 -1.28
C 3.43 3.22 -1.86
C 4.07 4.25 -1.16
C 3.96 4.25 0.24
C 3.35 3.19 0.81
C 2.58 2.29 0.15
H -1.42 -0.05 -2.30
H -1.57 -0.95 -0.76
H 0.57 -1.38 -1.51
H 0.65 -0.35 0.09
H 3.17 0.47 -4.80
H 4.65 -1.12 -5.68
H 5.25 -3.16 -4.46
H 4.37 -3.46 -2.02
H 2.81 -1.71 -1.13
H 1.09 3.78 -3.18
H 0.45 4.72 -5.18
H -0.48 3.07 -7.09
H -0.76 0.68 -6.60
H 0.34 -0.26 -4.52
H 3.59 3.21 -2.95
H 4.48 5.09 -1.67
H 4.49 4.88 0.90
H 3.42 3.02 1.89
H 2.09 1.61 0.77
Cl -4.18 4.51 1.06
```


[2]
This record from OMol25 describes C47H46CoFN10O6 as an isolated structure in a non-equilibrium geometry. The level of theory is ωB97M-V with the def2-TZVPD basis set.

The spin multiplicity is 2. For the energy above the lowest of the compared OMol25 structures with the same formula, charge and spin, the calculation gives 31.0 kcal per mole. As for the HOMO energy (spin up / spin down): -4.0368 / -4.1329 eV. Its net charge is -1. The total energy comes out at -4300.439194 hartree. The calculation puts the gap between HOMO and LUMO (spin up / spin down) at 5.928 / 6.026 eV. Its largest force on an atom is 3.3 eV Å⁻¹.

XYZ file:
```
111
C47H46CoFN10O6 (ωB97M-V with the def2-TZVPD basis set)
Co -0.70 -0.43 -0.09
O -1.66 1.06 0.03
C -2.24 1.65 1.02
C -3.18 2.67 0.79
C -3.72 3.40 1.82
C -3.35 3.15 3.14
C -2.46 2.13 3.41
C -1.90 1.35 2.38
C -1.05 0.25 2.67
N -0.53 -0.54 1.77
N 0.16 -1.62 2.20
C 0.51 -2.36 1.17
O 0.29 -1.94 -0.03
C 1.13 -3.67 1.35
C 1.78 -4.04 2.53
C 2.40 -5.28 2.62
C 2.34 -6.17 1.56
C 1.66 -5.83 0.41
C 1.07 -4.58 0.29
H -3.45 2.88 -0.24
H -4.44 4.18 1.60
H -3.77 3.74 3.94
H -2.18 1.91 4.43
H -0.87 0.01 3.72
H 1.80 -3.35 3.36
H 2.94 -5.55 3.52
H 2.84 -7.13 1.63
H 1.58 -6.54 -0.40
H 0.53 -4.29 -0.59
C -2.72 -3.84 -6.39
C -3.33 -2.44 -6.20
C -3.28 -1.60 -7.48
C -1.83 -1.30 -7.85
C -1.08 -0.77 -6.66
C 0.09 -0.01 -6.87
C 0.77 0.48 -5.77
F 1.90 1.22 -6.00
C 0.36 0.26 -4.48
C -0.80 -0.50 -4.25
C -1.22 -0.77 -2.89
O -0.49 -0.30 -1.94
C -2.40 -1.56 -2.73
C -3.06 -2.00 -3.84
N -2.66 -1.75 -5.12
C -1.52 -1.02 -5.36
C -3.01 -1.99 -1.40
O -4.02 -2.68 -1.44
O -2.44 -1.64 -0.33
H -3.24 -4.37 -7.19
H -2.81 -4.40 -5.47
H -1.67 -3.76 -6.64
H -4.38 -2.57 -5.90
H -3.81 -0.67 -7.30
H -3.78 -2.14 -8.28
H -1.80 -0.56 -8.65
H -1.35 -2.20 -8.23
H 0.44 0.18 -7.87
H 0.90 0.66 -3.64
H -3.95 -2.59 -3.71
C 1.98 2.81 -1.22
N 0.97 2.57 -0.21
C -0.12 3.51 -0.42
N 0.34 4.90 -0.34
C 1.37 5.09 -1.34
N 2.50 4.19 -1.16
C 3.03 4.40 0.18
N 2.04 4.19 1.23
C 1.54 2.81 1.10
C 0.92 5.09 0.98
H 1.55 2.65 -2.21
H 2.82 2.12 -1.07
H -0.87 3.37 0.35
H -0.56 3.33 -1.40
H 1.73 6.13 -1.29
H 0.94 4.92 -2.33
H 3.40 5.43 0.25
H 3.86 3.71 0.34
H 0.78 2.63 1.86
H 2.38 2.13 1.26
H 1.27 6.13 1.06
H 0.15 4.91 1.73
C 5.73 -6.25 -1.66
C 6.09 -5.12 -0.74
C 5.12 -4.47 0.02
C 5.45 -3.43 0.87
C 6.76 -2.98 0.94
N 7.20 -1.94 1.78
C 6.56 -1.04 2.60
O 7.13 -0.65 3.61
N 5.33 -0.57 2.26
C 4.64 -0.53 1.05
C 5.26 -0.59 -0.19
C 4.46 -0.56 -1.33
C 3.09 -0.45 -1.18
N 2.50 -0.31 0.00
C 3.25 -0.35 1.08
C 7.74 -3.63 0.19
C 7.41 -4.69 -0.63
H 4.92 -6.84 -1.24
H 6.59 -6.89 -1.83
H 5.40 -5.85 -2.62
H 4.10 -4.80 -0.04
H 4.68 -3.00 1.49
H 8.17 -2.05 2.06
H 4.90 -0.05 3.02
H 6.34 -0.65 -0.27
H 4.91 -0.61 -2.31
H 2.42 -0.44 -2.03
H 2.73 -0.23 2.02
H 8.77 -3.30 0.27
H 8.18 -5.20 -1.18
```